[1]
{
  "formula": "C22H31OS",
  "method": "ωB97M-V/def2-TZVPD",
  "gap_ev": 6.9,
  "total_charge": 1,
  "e_tot_ev": -36192.8572,
  "homo_ev": -11.53,
  "symbols": ["S", "O", "C", "C", "C", "C", "C", "C", "C", "C", "C", "C", "C", "C", "C", "C", "C", "C", "C", "C", "C", "C", "C", "C", "H", "H", "H", "H", "H", "H", "H", "H", "H", "H", "H", "H", "H", "H", "H", "H", "H", "H", "H", "H", "H", "H", "H", "H", "H", "H", "H", "H", "H", "H", "H"],
  "coordinates": [[-0.49141, 0.15290, -0.71185], [0.90618, 0.79849, 5.30305], [-2.72237, 1.82937, 1.34158], [-2.05445, 0.48107, -5.84452], [0.64663, -0.79485, 3.46940], [-1.21032, 2.02260, 1.27384], [2.50269, -1.66181, -2.13760], [2.05819, -1.67215, -0.78469], [1.20569, 0.36962, 4.04610], [-0.93298, 0.60644, -4.81895], [-3.26162, 2.03649, 2.75717], [1.70165, -0.24310, 1.33625], [1.60871, -4.05848, -1.01357], [2.40329, -2.80334, -2.92832], [-0.13696, 0.48095, -2.45064], [-0.60539, 1.87892, -0.12404], [1.89951, -3.99268, -2.38171], [1.84621, -0.40897, -0.10059], [2.04916, 1.20606, 3.27362], [0.18547, -0.11360, 6.15273], [-1.35089, 0.36593, -3.37016], [0.87069, -1.06750, 2.12994], [1.75866, -2.92990, -0.20777], [2.30280, 0.88581, 1.96021], [-1.22655, 2.39796, -0.86611], [-1.79087, -0.63314, -3.25405], [-0.49217, 1.61002, -4.88533], [-2.10522, 1.10166, -3.06174], [-3.04253, 3.04674, 3.12072], [0.00141, -1.44927, 4.06519], [-2.81608, 1.31938, 3.45616], [2.16830, 0.48893, -0.64847], [2.46548, 2.10202, 3.73736], [-0.82706, -0.29706, 5.76766], [0.40948, 2.29720, -0.13729], [0.35419, -1.92531, 1.70156], [-0.96149, 3.03453, 1.62480], [-2.97848, 0.82332, 0.98591], [0.31133, 1.48089, -2.51586], [-0.13096, -0.10160, -5.06855], [2.72046, -2.76007, -3.97328], [-4.34595, 1.89874, 2.77869], [1.76232, -4.86757, -3.01746], [0.13887, 0.39396, 7.11506], [-2.48856, -0.52295, -5.84208], [0.62833, -0.25328, -2.73129], [-2.85148, 1.20751, -5.66126], [1.62137, -3.01532, 0.86778], [1.27340, -4.99516, -0.56409], [-3.20069, 2.53905, 0.65478], [0.72139, -1.06851, 6.24825], [2.90840, -0.73014, -2.54794], [-1.65361, 0.66996, -6.84423], [-0.71982, 1.32215, 1.95927], [2.96763, 1.51711, 1.36635]],
  "atomic_forces_ev_per_a": [[0.6, 0.2, 0.0], [0.3, -0.7, -0.8], [0.0, 0.0, -0.1], [0.1, 0.0, 0.0], [0.1, 0.3, 0.3], [0.1, 0.0, 0.0], [-0.4, 0.1, 0.3], [0.1, -0.5, -0.6], [-0.3, 0.3, 0.1], [0.2, 0.1, 0.0], [0.0, 0.0, -0.1], [-0.1, 0.3, 0.6], [0.3, 0.2, 0.1], [0.2, 0.0, 0.1], [0.0, 0.0, -0.2], [-0.1, 0.0, 0.2], [0.0, 0.4, 0.1], [-0.3, 0.0, 0.1], [-0.3, -0.3, 0.5], [0.1, 0.2, -0.1], [0.0, 0.0, 0.1], [0.3, 0.1, 0.1], [-0.3, 0.0, -0.3], [-0.3, -0.2, -0.5], [0.2, 0.0, 0.1], [0.0, 0.2, 0.0], [0.0, -0.1, 0.0], [0.0, -0.2, -0.1], [0.0, -0.2, -0.1], [0.3, 0.3, -0.4], [0.0, 0.1, -0.1], [0.1, -0.4, 0.3], [-0.1, -0.3, -0.1], [0.2, 0.1, 0.1], [-0.2, -0.1, -0.1], [0.0, 0.4, 0.1], [0.0, -0.2, 0.0], [0.0, 0.1, 0.0], [0.0, -0.2, 0.0], [-0.1, 0.1, 0.0], [-0.1, -0.1, 0.4], [0.1, 0.0, 0.0], [0.1, 0.2, 0.2], [-0.1, -0.2, -0.1], [0.0, 0.1, 0.0], [-0.2, 0.1, 0.0], [0.1, -0.1, 0.0], [0.0, -0.1, -0.4], [0.2, 0.3, -0.2], [0.0, -0.1, 0.1], [-0.1, 0.3, 0.0], [-0.3, -0.3, 0.0], [-0.1, 0.0, 0.1], [0.0, 0.1, 0.0], [-0.2, -0.1, 0.2]]
}


[2]
{
  "formula": "C22H32Br6O10",
  "method": "ωB97M-V/def2-TZVPD",
  "gap_ev": 9.1,
  "e_above_lowest_kj_mol": 370.30,
  "e_tot_ev": -464058.8261,
  "homo_ev": -9.87,
  "symbols": ["Br", "Br", "Br", "Br", "Br", "Br", "O", "O", "O", "O", "O", "O", "O", "O", "O", "O", "C", "C", "C", "C", "C", "C", "C", "C", "C", "C", "C", "C", "C", "C", "C", "C", "C", "C", "C", "C", "C", "C", "H", "H", "H", "H", "H", "H", "H", "H", "H", "H", "H", "H", "H", "H", "H", "H", "H", "H", "H", "H", "H", "H", "H", "H", "H", "H", "H", "H", "H", "H", "H", "H"],
  "coordinates": [[7.15872, 3.34049, -2.53869], [6.16361, 5.16492, -5.42919], [1.22386, 1.64654, -0.42763], [-1.03560, -0.80708, -1.10638], [6.12048, 1.94213, -5.13617], [0.30819, 0.84457, -3.56702], [-1.02501, 8.05694, 2.76209], [-0.53129, -0.58764, 9.04074], [0.05783, -7.89622, -0.10964], [0.34463, -1.50153, 7.13725], [7.56151, -4.36073, -1.48849], [2.13418, -8.30551, 0.63179], [-4.94211, 2.43469, -10.30786], [-2.23291, 6.19121, 2.41109], [6.59336, -4.80914, -3.45958], [-6.46331, 3.43339, -8.87187], [-0.82249, 9.13257, 3.52928], [5.88411, -3.12454, -0.33066], [-1.92999, 8.94434, 4.59060], [-4.36352, 2.83220, -7.97842], [-0.67267, -0.90811, 7.88136], [5.36194, -3.63141, -1.63920], [-1.37641, -1.24784, 5.64286], [-1.29315, -8.94229, 1.51363], [5.93035, 3.62462, -4.12222], [0.07242, -1.49330, 5.81861], [-6.51102, 3.79025, -7.50450], [-0.12462, 0.90934, -1.68947], [-5.25765, 2.88375, -9.20184], [-2.92350, 7.85815, 4.06373], [-1.33407, -8.17596, 0.17315], [-5.08891, 3.74083, -6.96583], [7.07095, -3.93713, -0.17402], [0.93520, -8.53311, 0.68814], [0.12403, -9.38865, 1.64823], [-2.10295, 7.26740, 3.00313], [-1.76601, -0.43156, 6.85823], [6.56487, -4.29947, -2.35516], [-2.04144, -9.73042, 1.59750], [-3.19204, 6.98684, 4.66106], [0.32547, -10.34994, 1.17554], [0.19229, 9.02311, 3.91183], [4.72005, -4.49401, -1.46032], [-0.99425, 10.10414, 3.06598], [-1.40046, -8.31032, 2.39522], [0.35250, -9.29043, 2.70949], [-3.28792, 2.95081, -8.10921], [-3.81968, 8.46078, 3.91609], [-0.89994, 1.66000, -1.53620], [0.38726, -2.40926, 5.31861], [-1.85942, -7.27212, 0.48167], [-1.85027, -2.22691, 5.71340], [-4.63952, 4.73041, -7.04877], [-5.11846, 3.34664, -5.95003], [-4.64984, 1.84163, -7.62501], [4.92901, 3.71453, -3.70110], [-1.66571, -0.70706, 4.74177], [0.63443, -0.69168, 5.33939], [-2.78399, -0.67272, 7.16430], [-7.23951, 3.13602, -7.02556], [-1.92474, -8.71633, -0.56658], [-6.87776, 4.79827, -7.69812], [6.09635, -2.09037, -0.60185], [6.68948, -4.86042, 0.26203], [4.99116, -3.20090, 0.28974], [-1.65287, 0.65255, 6.85568], [-2.45398, 9.83199, 4.94502], [7.83167, -3.55889, 0.50886], [4.74056, -2.90741, -2.16628], [-1.35153, 8.59460, 5.44569]],
  "atomic_forces_ev_per_a": [[-0.8, 1.0, -1.2], [0.1, -1.2, 1.6], [-0.4, -0.9, -0.9], [1.0, 1.2, -0.3], [-0.4, 0.8, 0.3], [0.2, 0.0, 0.7], [0.1, -3.1, -3.6], [-0.3, -1.1, -1.7], [-0.9, 0.3, -1.4], [-0.3, -0.1, 3.8], [0.8, 0.8, 1.3], [-2.2, -0.8, 0.0], [-1.4, 1.3, 2.5], [0.2, 2.7, 1.5], [0.1, 0.9, 1.5], [1.3, -1.7, -1.9], [-1.4, 1.6, 2.2], [-1.8, 2.3, -2.2], [0.6, -0.4, 2.4], [-1.8, -0.3, 1.0], [0.4, 1.7, 0.4], [-0.4, -1.4, -1.3], [-1.4, 0.5, -0.2], [-0.2, -0.1, 0.1], [0.8, -0.5, -0.4], [0.8, 0.5, -3.3], [-0.4, 1.1, -0.8], [-0.9, 0.1, 0.9], [1.3, -0.7, -2.4], [0.5, 1.4, 1.3], [-0.1, 0.1, 2.3], [0.4, 0.3, -0.4], [0.7, -2.4, 1.5], [1.3, 1.6, 1.1], [0.8, -0.7, -0.5], [0.1, -2.2, -3.0], [0.5, -1.2, 1.4], [-1.6, 0.0, -1.8], [0.1, 0.0, -0.1], [0.1, 0.5, 0.7], [-0.1, -0.7, 0.8], [-0.1, 0.6, 0.3], [-0.3, -0.2, 0.0], [0.4, -0.1, -0.7], [-0.7, 0.5, -0.4], [1.0, -0.5, -0.4], [-0.4, 0.0, -0.2], [-0.2, -0.8, -1.2], [0.1, -0.4, -0.4], [0.1, -0.2, 0.3], [0.2, 0.5, -1.0], [-0.5, 0.2, -0.2], [-0.1, 0.1, 0.6], [0.5, 0.3, 0.0], [0.8, -0.6, 0.0], [0.3, 0.0, -0.3], [0.2, -0.5, -0.3], [0.3, 0.2, -0.1], [0.2, 0.1, 0.4], [0.1, 0.2, 0.3], [0.8, 0.1, -0.5], [-0.3, 0.2, 1.5], [0.2, 0.4, 0.9], [0.4, -0.4, 0.3], [0.9, 0.1, 1.0], [0.0, 0.0, -0.5], [0.2, 0.1, -0.3], [0.4, 0.0, -0.7], [0.4, -0.2, -0.4], [-0.5, -0.2, 0.4]]
}


[3]
{
  "formula": "C22H32F12NO10",
  "method": "ωB97M-V/def2-TZVPD",
  "gap_ev": 9.9,
  "total_charge": 1,
  "e_tot_ev": -77903.2710,
  "homo_ev": -12.70,
  "symbols": ["F", "F", "F", "F", "F", "F", "F", "F", "F", "F", "F", "F", "O", "O", "O", "O", "O", "O", "O", "O", "O", "O", "N", "C", "C", "C", "C", "C", "C", "C", "C", "C", "C", "C", "C", "C", "C", "C", "C", "C", "C", "C", "C", "C", "C", "H", "H", "H", "H", "H", "H", "H", "H", "H", "H", "H", "H", "H", "H", "H", "H", "H", "H", "H", "H", "H", "H", "H", "H", "H", "H", "H", "H", "H", "H", "H", "H"],
  "coordinates": [[0.58857, 6.91798, 6.53454], [-8.84691, -3.15988, -1.51255], [0.99654, 1.12981, 1.40034], [0.46927, 9.07301, 6.44276], [2.78027, -4.10177, -3.60215], [2.73621, -0.00768, 1.99764], [2.95291, 1.69084, 0.67669], [3.59333, -2.09972, -3.66353], [1.50567, -2.41581, -3.17609], [-8.28682, -1.07279, -1.51681], [2.10200, 8.12243, 7.50222], [-8.70320, -2.08058, -3.38560], [0.89214, -5.60831, -2.08283], [2.39849, -3.66442, -6.19687], [3.37533, 2.96884, 2.99214], [1.63868, 1.82851, 3.89819], [-6.56235, -3.86190, -2.69896], [-5.78391, -1.82927, -2.10182], [1.66733, -1.56878, -5.73041], [2.35688, 7.00103, 4.52399], [2.64285, 9.20950, 4.90584], [-1.30068, -5.70796, -2.59862], [-0.08580, -4.22476, 0.29345], [1.43446, -4.01534, 0.41053], [-6.67360, -2.60261, -2.30637], [2.16387, 8.00541, 5.14509], [0.27177, -2.07408, 1.21210], [-8.16714, -2.21964, -2.16944], [-5.21039, -4.32708, -2.90956], [2.52879, -2.82464, -3.95791], [1.62881, -2.77369, 1.29108], [-0.01770, -1.92086, -7.46984], [1.32235, -1.31685, -7.12823], [2.50876, 2.15027, 2.96178], [1.71408, 2.60070, 5.13449], [1.30427, 8.03653, 6.43257], [-0.39510, -5.18430, -2.02722], [2.68589, 9.47646, 2.47957], [-0.66356, -3.25410, 1.30291], [-0.63235, -4.00299, -1.08239], [0.99007, 3.91675, 4.99688], [-4.54535, -4.66739, -1.59437], [3.50223, 9.34158, 3.74318], [2.29302, 1.24032, 1.72826], [2.17745, -2.74897, -5.46476], [-3.54078, -5.04390, -1.79048], [-0.16823, -3.09823, -1.47419], [-0.79339, -1.53618, -6.80790], [4.08279, 10.23699, 3.94825], [-0.27841, -1.65351, -8.49343], [1.31480, -0.23315, -7.19967], [1.88298, -4.92340, 0.80397], [1.99980, 10.31958, 2.55536], [3.35400, 9.65042, 1.63612], [0.07635, -1.34245, 1.99256], [4.16832, 8.48087, 3.70837], [-5.11305, -5.42614, -1.05638], [1.00198, 4.43512, 5.95505], [2.11467, 8.57030, 2.28361], [0.17520, -1.55513, 0.25485], [-0.04778, 3.75344, 4.70535], [-4.66164, -3.55385, -3.44588], [0.00920, -3.00726, -7.39906], [1.85116, -3.05246, 2.31967], [2.76436, 2.73636, 5.38719], [-0.32327, -5.17342, 0.57940], [1.47200, 4.56318, 4.26575], [-0.52385, -3.73383, 2.27398], [1.24979, 1.95162, 5.87248], [-1.72788, -3.10267, 1.14259], [2.12278, -1.71413, -7.74960], [1.81656, -3.86258, -0.58996], [-5.31518, -5.19944, -3.54862], [1.43443, -5.05579, -2.67058], [-4.47491, -3.77712, -0.96772], [-1.70759, -3.85338, -1.00500], [2.43741, -2.17368, 0.88404]],
  "atomic_forces_ev_per_a": [[0.0, 0.0, 0.0], [0.0, 0.0, 0.0], [0.0, 0.0, 0.0], [0.0, 0.1, 0.0], [0.0, 0.0, 0.0], [0.0, 0.0, 0.0], [0.0, 0.0, -0.1], [0.0, 0.1, 0.0], [-0.1, 0.0, 0.0], [0.0, 0.1, 0.0], [0.0, 0.0, 0.1], [0.0, 0.0, -0.1], [-0.1, -0.1, -0.1], [0.0, 0.0, 0.0], [0.0, 0.0, 0.0], [0.0, 0.0, 0.0], [0.0, 0.0, 0.0], [0.0, 0.0, 0.0], [0.0, 0.0, 0.0], [0.0, 0.0, 0.0], [0.0, 0.0, 0.0], [0.3, 0.1, 0.2], [0.2, 0.0, 0.1], [0.1, 0.0, 0.0], [-0.1, 0.0, 0.0], [0.0, 0.1, 0.1], [0.0, 0.2, -0.1], [0.1, 0.0, 0.0], [0.1, 0.0, 0.0], [0.0, -0.1, -0.1], [-0.2, -0.1, -0.3], [0.0, 0.0, 0.1], [0.0, 0.0, -0.1], [0.0, -0.1, -0.1], [0.0, 0.0, 0.1], [0.1, 0.0, -0.1], [-0.2, 0.0, 0.0], [0.0, 0.0, 0.0], [0.0, -0.2, 0.3], [-0.2, 0.1, -0.1], [0.0, 0.0, -0.1], [0.0, 0.1, 0.1], [0.1, 0.0, 0.0], [0.0, 0.0, 0.1], [0.0, 0.0, 0.1], [-0.1, -0.1, 0.0], [0.0, 0.0, -0.1], [0.0, 0.0, 0.0], [0.0, 0.0, 0.0], [0.0, 0.0, 0.0], [0.0, 0.0, 0.0], [-0.1, 0.0, 0.0], [0.0, 0.0, 0.0], [0.0, 0.0, 0.0], [0.1, -0.1, 0.1], [0.0, 0.0, 0.0], [0.0, 0.0, 0.0], [0.0, 0.0, 0.0], [0.0, 0.0, 0.0], [-0.1, 0.0, 0.0], [0.0, 0.0, 0.0], [0.0, 0.0, 0.0], [0.0, 0.0, 0.0], [0.1, 0.0, 0.0], [0.0, 0.0, 0.0], [0.0, 0.0, 0.0], [0.0, 0.0, 0.0], [-0.1, 0.0, 0.0], [0.0, 0.0, 0.0], [0.1, 0.1, -0.2], [0.0, 0.0, 0.0], [0.0, 0.0, -0.1], [0.0, 0.0, 0.0], [0.1, -0.1, 0.0], [0.0, 0.0, 0.0], [0.0, 0.0, 0.0], [0.0, 0.0, 0.2]]
}